Record 1
# C13H27ClI2NO4PTa

C13H27ClI2NO4PTa as an isolated structure (ωB97M-V/def2-TZVPD, the Open Molecules 2025 dataset).

Geometry as XYZ:
```
50
Properties=species:S:1:pos:R:3:lowdin_charge:R:1
C 3.09836 -0.10283 -1.61186 -0.19
C 1.93560 0.58018 -2.48458 -0.39
C 0.63724 0.72316 -1.50105 -0.41
Ta -1.01633 -0.85046 -1.91380 1.38
Cl -1.08475 0.05263 -4.30222 -0.11
I 0.93893 -2.84725 -2.73678 0.13
C -2.64805 -2.44152 -2.50405 -0.40
C -3.60625 -1.90889 -3.65880 -0.38
N -3.56259 -2.52120 -4.82621 0.01
C -0.90657 -1.74702 0.19930 -0.42
C -1.04863 -0.70083 1.41035 -0.29
P 0.55888 -0.27173 2.28719 0.71
O 0.34388 -0.49422 3.80434 -0.36
O 1.88775 -1.20776 1.80641 -0.27
C 3.00889 -1.06370 2.72642 -0.27
C 3.71207 0.39078 2.63559 -0.08
O 0.79767 1.41734 2.06609 -0.31
C 0.42446 2.14387 3.28562 -0.28
C 0.67689 3.71014 2.92865 -0.08
C -2.65070 0.68037 -1.36837 -0.38
C -3.93096 0.09677 -0.64227 -0.84
O -3.99001 -0.91530 0.06346 -0.09
I -5.83591 1.21214 -0.84406 0.63
H 3.73267 -0.86014 -2.17637 0.05
H 2.68311 -0.65045 -0.69096 0.04
H 3.77936 0.75440 -1.25482 0.07
H 2.27478 1.63733 -2.78424 0.09
H 1.69401 0.04335 -3.45427 0.01
H 0.28122 1.81010 -1.65926 0.05
H 0.97009 0.62921 -0.41389 0.01
H -3.21821 -2.80809 -1.58035 0.03
H -2.13281 -3.37716 -2.93013 0.01
H -4.34378 -1.04230 -3.50000 0.09
H -4.23153 -2.07924 -5.48458 0.02
H -1.68303 -2.59390 0.24245 0.05
H 0.10795 -2.28067 0.32025 0.01
H -1.56601 0.27637 1.15055 0.07
H -1.71040 -1.20642 2.20137 0.10
H 2.75033 -1.36936 3.79445 0.11
H 3.81399 -1.81156 2.38262 0.12
H 4.84448 0.33926 2.63692 0.07
H 3.29266 1.02415 3.49079 0.07
H 3.30426 0.86763 1.67130 0.08
H -0.65962 1.94253 3.56078 0.12
H 1.13610 1.91774 4.15608 0.11
H 0.77734 3.85677 1.79934 0.08
H 1.65748 4.01190 3.41786 0.07
H -0.18741 4.31280 3.35295 0.07
H -2.96304 1.22212 -2.33563 0.04
H -2.14384 1.49898 -0.73258 0.07
```

* net charge: -1
* 2S+1: 1
* lowest unoccupied orbital energy: 1.63 eV

---

Record 2
# C13H27ClIIrN2OP2

C13H27ClIIrN2OP2 as an isolated structure (ωB97M-V/def2-TZVPD, the Open Molecules 2025 dataset).

Geometry as XYZ:
```
48
Properties=species:S:1:pos:R:3:mulliken_spin:R:1
C 0.00319 1.17620 -3.61340 0.05
C -0.00225 0.67895 -2.16160 0.14
H 0.01074 2.28793 -3.50760 -0.01
H -0.87498 0.80527 -4.20578 0.00
H 0.87849 0.79488 -4.20272 0.00
O 0.00207 1.43926 -1.19406 0.39
I -0.02371 -2.44916 -2.74490 1.10
Ir -0.00490 -1.00522 -0.84430 0.97
P 2.20735 -0.17921 -0.69228 0.34
C 2.77017 1.16966 0.39369 0.01
C 3.05000 -1.55501 0.05696 0.02
H 4.09913 -1.42567 -0.24681 0.01
H 4.07800 0.55914 -1.88985 0.00
H 2.64447 -2.52226 -0.26347 0.00
H 3.18629 -0.67397 -2.86794 0.00
H 2.73737 0.84909 1.44375 0.00
H 2.97505 -1.47199 1.14992 0.00
C 3.07873 0.21830 -2.22669 0.02
H 3.81427 1.34757 0.09813 0.01
H 2.58844 1.02540 -2.80285 0.00
H 2.19335 2.09066 0.25635 0.00
P -2.21067 -0.15210 -0.69221 0.33
C -2.76607 1.21167 0.37963 0.01
C -3.07844 0.24739 -2.23134 0.02
H -2.69766 -2.48245 -0.25101 0.00
H -4.12638 -1.35186 -0.22780 0.01
H -2.99191 -1.41906 1.15825 0.00
C -3.07838 -1.50533 0.06720 0.02
H -3.19643 -0.64632 -2.86486 0.00
H -4.07106 0.59931 -1.89399 0.00
H -3.80731 1.39254 0.07591 0.01
H -2.18384 2.12802 0.23737 0.00
H -2.57990 1.04437 -2.81055 0.00
H -2.74261 0.90020 1.43197 0.00
Cl -0.05435 -3.53196 0.08613 0.35
N 0.03703 -2.22190 2.58788 0.38
C 0.02012 -0.90577 2.59911 0.01
C 0.00979 -0.28161 3.91720 0.23
C 0.00691 1.10605 4.05084 -0.04
C 0.00960 1.80698 2.81947 0.18
C 0.01442 1.14769 1.60354 0.10
N 0.01719 -0.20726 1.42385 0.34
H 0.05489 -2.75432 1.68368 -0.03
H -0.04284 -2.70847 3.44826 -0.02
H 0.01396 -0.87999 4.88693 0.00
H 0.00368 1.63627 5.00913 0.01
H 0.00832 2.89937 2.83749 -0.01
H 0.02065 1.76872 0.73340 0.03
```

* net charge: +3
* 2S+1: 6
* lowest unoccupied orbital energy (spin up / spin down): -10.13 / -12.96 eV

---

Record 3
# C13H27ClN3O6

A 2-piece molecular cluster, C13H27ClN3O6 overall (ωB97M-V/def2-TZVPD, the Open Molecules 2025 dataset).

Geometry as XYZ:
```
50
Properties=species:S:1:pos:R:3:lowdin_charge:R:1
N -5.56230 0.14840 2.04995 0.11
C -5.68719 -1.26951 2.07516 -0.53
O -6.41142 -1.81402 2.86493 0.06
C -4.92907 -2.07973 1.06400 -0.13
C -4.02336 -1.37115 0.04337 -0.13
C -2.53508 -1.18023 0.43040 -0.31
C -2.24329 0.28080 0.74802 -0.16
O -2.36031 1.02190 -0.48411 -0.20
C -2.12362 2.36508 -0.29390 -0.60
Cl -1.23830 2.98086 -1.73792 0.58
N -2.08643 -2.08564 1.47785 0.06
C -2.12481 -1.44263 2.80559 -0.76
O -1.07317 -0.86175 3.15012 -0.06
O -3.21771 -1.48424 3.41155 -0.03
H -6.40175 0.52682 2.47597 0.08
H -4.81053 0.38025 2.69785 0.08
H -4.42656 -2.87314 1.60496 0.11
H -5.72154 -2.55393 0.47465 0.12
H -4.05778 -1.98985 -0.85310 0.10
H -4.46244 -0.40625 -0.19940 0.10
H -1.95482 -1.39174 -0.46934 0.14
H -2.95040 0.67123 1.48123 0.12
H -1.23846 0.40826 1.14933 0.10
H -3.05684 2.92564 -0.26465 0.08
H -1.50074 2.55985 0.57650 0.08
H -1.13008 -2.37017 1.32377 0.10
C 1.63713 0.22625 0.82937 -0.10
O 1.54171 0.08784 -0.57625 -0.19
C 1.61824 1.30292 -1.31203 -0.25
C 2.93836 1.43614 -2.04328 -0.21
N 4.05272 1.65344 -1.12812 -0.05
C 5.38028 1.48892 -1.71001 -0.21
C 5.75106 0.15895 -2.36107 -0.24
O 5.91741 -0.92276 -1.46703 -0.18
C 4.71935 -1.52869 -1.01369 -0.10
H 1.30501 -0.70867 1.27656 0.09
H 2.66583 0.42016 1.16028 0.07
H 0.99069 1.02803 1.19552 0.08
H 1.42706 2.16642 -0.67086 0.11
H 0.82461 1.26064 -2.05354 0.08
H 2.87685 2.28337 -2.73446 0.12
H 3.06606 0.52491 -2.64264 0.10
H 3.96133 1.02628 -0.34097 0.07
H 6.10304 1.66969 -0.90985 0.12
H 5.52536 2.28157 -2.45280 0.11
H 6.72974 0.29790 -2.82876 0.12
H 5.06006 -0.11640 -3.16761 0.11
H 3.95230 -1.54686 -1.79139 0.09
H 4.32631 -1.02994 -0.12481 0.07
H 4.95750 -2.55523 -0.73528 0.09
```

* net charge: -1
* 2S+1: 1
* lowest unoccupied orbital energy: 2.60 eV

---

Record 4
# C13H27F3N3O6Y

C13H27F3N3O6Y as an isolated structure (ωB97M-V/def2-TZVPD, the Open Molecules 2025 dataset).

Geometry as XYZ:
```
53
Properties=species:S:1:pos:R:3:lowdin_charge:R:1
Y -6.98684 16.68121 13.42565 2.13
O -4.89255 15.91364 13.69068 -0.40
H -4.08586 15.94783 14.24080 -0.01
C -2.47094 18.09792 12.67571 -0.32
O -1.31998 18.08544 13.13021 0.03
N -3.03776 19.30310 12.35931 -0.16
C -4.42525 19.44730 11.87564 -0.08
C -2.37283 20.65744 12.60981 0.02
H -3.19602 17.27475 12.58156 0.10
H -4.73380 18.57777 11.29528 0.07
H -4.47783 20.32204 11.22744 0.10
H -5.08385 19.77592 12.67959 0.06
H -1.43832 20.40540 13.11106 0.09
H -2.16407 21.24516 11.71588 0.10
H -3.04225 21.14805 13.31642 0.09
C -3.67402 13.42199 16.62092 -0.34
O -3.10987 13.68946 17.69553 0.00
N -3.58940 12.20309 16.06754 -0.16
C -4.21827 11.86747 14.79680 -0.07
C -2.86841 11.00872 16.65007 0.01
H -4.19370 14.16442 15.99566 0.10
H -4.85449 10.99043 14.67789 0.10
H -3.38813 11.77281 14.09679 0.09
H -4.90105 12.66869 14.51407 0.06
H -3.45004 10.08851 16.59500 0.09
H -1.98675 10.77071 16.05500 0.09
H -2.56274 11.23316 17.67198 0.09
C -4.96846 18.26196 16.64945 -0.38
O -5.96137 18.68684 17.26821 0.00
N -4.09683 17.30455 17.03515 -0.14
C -2.83776 17.02843 16.21305 0.00
C -4.25513 16.73494 18.38864 0.00
H -4.73661 18.66378 15.65095 0.11
H -2.05785 16.87136 16.95815 0.11
H -2.60205 17.77454 15.45419 0.07
H -2.78399 16.05692 15.72173 0.06
H -3.28368 16.89066 18.85784 0.10
H -5.05892 17.21152 18.94979 0.10
H -4.40439 15.65611 18.34471 0.07
C -3.67928 13.33197 11.45202 -0.07
C -3.68094 13.97979 10.08693 -0.24
O -3.77450 12.97281 9.15440 0.03
C -3.02917 12.91017 8.04202 -0.28
O -2.03705 13.65240 7.83951 0.13
C -3.20680 11.68045 7.14789 -0.56
F -3.99646 10.75981 7.63113 0.20
F -3.80276 12.07095 5.95519 0.12
F -2.04812 11.17627 6.80404 0.21
H -4.58405 12.85973 11.83475 0.07
H -3.60499 14.16199 12.15461 0.04
H -2.79417 12.70455 11.55711 0.10
H -2.80873 14.59907 9.87754 0.13
H -4.61479 14.54074 10.12407 0.11
```

* net charge: +2
* 2S+1: 1
* lowest unoccupied orbital energy: -11.77 eV

---

Record 5
# C13H28Br2F3NO6PS3

A 4-piece molecular cluster, C13H28Br2F3NO6PS3 overall (ωB97M-V/def2-TZVPD, the Open Molecules 2025 dataset).

Geometry as XYZ:
```
57
Properties=species:S:1:pos:R:3:lowdin_charge:R:1
C 4.96838 0.10732 -0.08978 -0.30
P 3.07504 0.12405 0.17714 0.88
O 2.76208 1.36828 1.40432 -0.41
N 2.46073 -1.37459 0.91467 -0.24
C 1.09769 -1.78653 0.38216 -0.31
C -0.09904 -0.67286 0.71087 -0.15
C -1.54898 -1.04151 0.03997 -0.18
C -2.07702 0.00541 -1.10451 -0.64
F -3.54002 -0.30224 -1.31875 -0.14
Br -1.20647 -0.17957 -2.89660 0.82
C -2.00248 1.59033 -0.69384 -0.62
F -0.67853 2.13647 -1.16943 -0.12
F -3.02663 2.30757 -1.54214 -0.10
Br -2.39710 1.98814 1.22794 0.78
C 1.12262 -2.29053 -1.17661 -0.46
O 0.52286 -3.48070 -1.45728 -0.19
O 1.77606 -1.62425 -2.31376 -0.32
H 5.52529 -0.81640 0.36535 0.04
H 5.19530 0.24652 -1.23298 0.05
H 5.41588 1.06733 0.45566 0.05
H 1.91246 1.85685 1.19435 0.02
H 3.11375 -2.13842 0.56261 0.09
H 0.78659 -2.74193 1.02693 0.16
H 0.22735 0.43271 0.51310 0.07
H -0.25860 -0.75549 1.89214 0.13
H -2.36200 -1.07180 0.90995 0.12
H -1.56450 -2.12058 -0.43529 0.12
C 1.25796 2.34995 -3.70001 -0.29
S 2.82105 1.47695 -3.95852 0.80
O 3.89909 2.27292 -3.28474 -0.58
C 2.92645 1.81121 -5.73328 -0.28
H 1.00635 2.30580 -2.63766 0.02
H 1.35821 3.39442 -4.00492 0.05
H 0.46837 1.86441 -4.27825 0.02
H 2.92255 2.88921 -5.91123 0.05
H 2.08142 1.34346 -6.24368 0.05
H 3.85835 1.38511 -6.11256 0.04
C 1.00836 2.53617 6.06393 -0.27
S -0.54065 2.75803 5.15640 0.79
O -0.94572 1.41685 4.62079 -0.57
C 0.18129 3.69509 3.78770 -0.27
H 0.80695 1.93608 6.95452 0.05
H 1.73837 2.01891 5.43666 0.06
H 1.39747 3.51122 6.36631 0.05
H 0.96285 3.10552 3.30259 0.05
H 0.59772 4.63151 4.16595 0.05
H -0.60686 3.91649 3.06407 0.02
C -5.64204 -3.90468 0.94646 -0.28
S -4.07895 -4.77768 0.68794 0.80
O -3.00091 -3.98171 1.36172 -0.56
C -3.97355 -4.44342 -1.08682 -0.26
H -5.89365 -3.94883 2.00880 0.05
H -5.54179 -2.86021 0.64154 0.06
H -6.43163 -4.39022 0.36822 0.05
H -3.97745 -3.36542 -1.26477 0.05
H -4.81858 -4.91117 -1.59721 0.05
H -3.04165 -4.86952 -1.46609 0.06
```

* net charge: -1
* 2S+1: 1
* lowest unoccupied orbital energy: 2.04 eV

---

Record 6
# C13H28Cl3F5FeGeNO6Si2Te

C13H28Cl3F5FeGeNO6Si2Te as an isolated structure (ωB97M-V/def2-TZVPD, the Open Molecules 2025 dataset).

Geometry as XYZ:
```
61
Properties=species:S:1:pos:R:3:mulliken_spin:R:1
Fe -0.29856 0.24099 -0.52189 2.77
O 0.87237 0.53946 1.23199 -0.02
C 1.90599 1.52832 1.33813 0.01
C 1.83595 2.64317 0.27266 0.00
N 1.09036 2.29005 -0.92551 0.10
C 0.00095 3.22366 -1.18806 0.01
C -0.99883 3.09269 -0.03067 0.00
O -1.40369 4.08299 0.55806 0.00
O -1.27366 1.87090 0.27541 0.06
C 1.84946 1.85326 -2.09808 0.01
C 1.40113 0.41995 -2.41793 0.02
O 0.99617 0.09453 -3.52957 0.02
O 1.44448 -0.35572 -1.38028 0.07
H 0.18843 0.72735 1.88688 -0.02
H 2.84951 0.99609 1.25081 0.00
H 1.86252 1.97896 2.33162 0.00
H 2.86967 2.90734 0.02743 0.00
H 1.36155 3.52035 0.71749 0.00
H -0.52033 2.94867 -2.10654 0.00
H 0.35410 4.25828 -1.26409 0.00
H 2.91977 1.83035 -1.87779 0.00
H 1.65139 2.48820 -2.96072 0.00
Cl 4.42048 -3.38355 -0.50329 0.00
Ge 3.11388 -1.61500 0.29583 0.00
Cl 4.94727 -0.08901 0.44682 0.00
Cl 3.10490 -2.27932 2.59688 0.00
C -1.44741 -2.21253 4.18768 0.00
Si -2.00375 -1.08955 2.76453 -0.02
C -3.90695 -1.10351 2.73274 0.04
C -1.50306 0.67148 3.28219 0.03
C -1.41599 -1.63293 1.08531 0.84
Si -1.00383 -3.34180 0.43886 -0.04
C -2.63090 -4.04543 -0.26555 0.05
C -0.40050 -4.49082 1.82529 0.01
C 0.25207 -3.40364 -0.96278 0.04
H -1.64392 -1.73995 5.15131 0.00
H -0.37868 -2.42352 4.12898 0.00
H -1.97735 -3.16554 4.17193 0.00
H -4.33454 -0.82583 3.69708 0.00
H -4.28582 -2.09130 2.46569 0.00
H -4.26875 -0.39614 1.98500 0.00
H -2.17250 1.04515 4.05764 0.00
H -1.58927 1.36133 2.43943 0.00
H -0.49170 0.70735 3.69900 0.00
H -1.83071 -1.00490 0.28727 0.05
H -3.44947 -3.98685 0.45433 0.00
H -2.51264 -5.08758 -0.56486 0.00
H -2.91096 -3.46863 -1.14885 0.00
H -1.16267 -4.65674 2.58861 0.00
H 0.48345 -4.07136 2.31006 0.00
H -0.11986 -5.46236 1.41513 0.00
H 0.20640 -2.49287 -1.55936 0.00
H 0.04622 -4.24071 -1.63012 0.00
H 1.26699 -3.52038 -0.58359 0.00
F -1.15931 -1.71242 -3.94908 0.19
Te -1.48534 0.35430 -3.71887 0.25
F -0.42869 2.18017 -4.07417 0.16
F -2.50156 1.18665 -5.35646 0.15
F -3.25279 -0.46724 -3.60640 0.02
F -2.52627 1.79126 -2.88191 0.02
O -1.31008 -0.12040 -1.86930 0.17
```

* net charge: -2
* 2S+1: 6
* lowest unoccupied orbital energy (spin up / spin down): 2.10 / 2.33 eV

---

The records above yield maximum force values of 4.4; 4.6; 0.9; 6.0; 7.5; 4.7 eV/Å, respectively.
The records above yield total energy values of -2321.214095; -2240.071267; -1587.466978; -1464.357767; -8001.672579; -7086.102884 hartree, respectively.